No. 1
{"formula": "C11H25Br4N3O2V", "method": "the ωB97M-V functional and the def2-TZVPD basis", "species": ["O", "V", "C", "C", "N", "C", "C", "N", "C", "C", "H", "H", "H", "H", "H", "H", "H", "H", "H", "H", "H", "C", "N", "C", "C", "C", "C", "O", "H", "H", "H", "H", "H", "H", "H", "H", "H", "H", "H", "H", "H", "H", "Br", "Br", "Br", "Br"], "xyz": [[-2.5997, 0.1656, 0.7997], [-4.0956, 0.0422, 1.3390], [1.4621, -2.3762, -5.4587], [1.4119, -2.2902, -3.9486], [0.1469, -1.6874, -3.5060], [-1.1287, -2.0331, -3.8662], [-1.9525, -1.0791, -3.3872], [-1.1675, -0.1430, -2.7669], [0.0880, -0.5217, -2.8658], [-1.6759, 1.1356, -2.2277], [1.5638, -1.3898, -5.9025], [0.5691, -2.8477, -5.8694], [2.2640, -3.0668, -5.7191], [2.1945, -1.6485, -3.5532], [1.4863, -3.2717, -3.4847], [-1.3985, -2.9476, -4.3626], [-3.0217, -0.9463, -3.3549], [0.9119, 0.1012, -2.5675], [-2.2533, 0.9484, -1.3182], [-2.3278, 1.5622, -2.9842], [-0.8354, 1.7976, -2.0412], [0.0391, 0.6656, 2.1599], [1.1633, 0.4829, 3.0866], [0.7748, 0.9087, 4.4765], [1.6131, -0.9190, 3.0809], [2.3584, 1.2707, 2.5979], [2.1343, 2.7003, 2.2257], [1.9336, 3.5048, 3.3763], [-0.3240, 1.6886, 2.1108], [-0.7630, 0.0313, 2.4991], [0.3113, 0.3854, 1.1427], [0.5368, 1.9636, 4.3942], [1.6005, 0.6544, 5.1312], [-0.1363, 0.3668, 4.7325], [0.8628, -1.5471, 3.5623], [2.4400, -0.9640, 3.7939], [1.9000, -1.2714, 2.1000], [2.8871, 0.6824, 1.8527], [3.0497, 1.2564, 3.4478], [1.4211, 2.8588, 1.4083], [3.0602, 3.0531, 1.7445], [2.1778, 4.4155, 3.1893], [-6.6446, -0.0384, 2.2495], [-4.3605, -2.2783, -0.1300], [-2.9975, -1.2542, 3.5156], [-4.6798, 1.8794, -0.7024]], "forces_ev_per_a": [[-0.9, 0.5, 0.8], [0.4, -1.9, -1.7], [0.0, -0.6, 0.1], [-0.6, -0.2, 0.1], [0.6, 0.5, -0.2], [-0.4, -0.6, 0.0], [-0.5, 0.5, 0.5], [-0.3, 0.4, -0.1], [0.0, 0.4, 0.1], [-0.1, -0.4, 0.1], [0.2, -0.1, -0.2], [-0.1, 0.1, 0.1], [0.3, 0.4, -0.2], [0.2, -0.1, 0.0], [0.1, 0.0, 0.0], [0.2, 0.0, 0.0], [-0.1, -0.3, -0.1], [0.2, -0.2, 0.1], [0.0, 0.1, -0.1], [0.0, 0.1, 0.1], [0.1, 0.0, 0.0], [-0.9, -0.1, -0.6], [0.9, 0.6, -0.9], [-0.6, -0.2, -0.8], [-0.1, -0.7, 1.7], [0.6, -0.1, 1.4], [1.1, 1.2, -1.0], [-0.5, -0.4, 0.0], [0.1, 0.1, 0.4], [-0.6, -0.3, 0.0], [0.2, -0.2, 0.1], [0.3, 0.1, 0.4], [0.0, 0.3, 0.2], [0.1, -0.1, 0.1], [-0.4, 0.0, -0.5], [0.3, 0.0, -0.4], [-0.1, 0.1, -0.1], [-0.5, 0.2, -0.5], [0.0, 0.2, 0.0], [-0.5, -0.2, 0.5], [0.1, -0.4, 0.1], [-0.1, 0.0, -0.1], [1.4, 0.3, -0.3], [0.2, 1.2, 0.5], [-0.2, 0.6, -0.4], [0.0, -0.5, 0.8]], "mulliken_charge": [-0.1573, 0.6744, -1.0972, -0.4364, 0.1671, -0.4048, -0.5235, 0.1745, -0.0156, -0.5599, 0.3098, 0.3487, 0.3725, 0.2872, 0.3341, 0.4200, 0.5377, 0.3373, -0.0210, 0.4696, 0.2295, -1.1295, 0.1873, -0.8071, -0.9324, -0.4340, -0.6961, -0.4895, 0.3789, 0.2309, 0.4234, 0.3469, 0.3820, 0.3415, 0.3500, 0.4555, 0.3542, 0.4712, 0.4040, 0.3418, 0.4210, 0.3088, -0.5408, -0.5609, -0.6091, -0.6449], "molar_mass_da": 601.90, "e_above_lowest_kcal_mol": 18.2, "total_charge": 0, "lumo_energy_ev": [-1.042, -1.042], "energy_ev": -326236.1237, "spin_multiplicity": 2, "fmax_ev_per_a": 2.54}

=====

No. 2
{"formula": "C2H12NO4", "method": "the ωB97M-V functional and the def2-TZVPD basis", "species": ["C", "O", "C", "N", "H", "H", "H", "H", "H", "H", "H", "H", "O", "H", "H", "O", "H", "H", "O"], "xyz": [[-0.9649, 1.0860, -1.0507], [-2.3169, 0.7671, -1.1871], [-0.3733, 0.9892, 0.3663], [-0.2778, -0.4294, 0.8381], [-0.8442, 2.0833, -1.4758], [-0.3652, 0.3514, -1.6286], [-1.0162, 1.4801, 1.0976], [0.6438, 1.3852, 0.3382], [-1.6033, -1.0631, 0.8584], [-0.2936, -0.4816, 1.8536], [-2.8012, -2.2640, 0.5684], [-2.5934, 0.0320, -0.5938], [-2.6258, -1.3374, 0.7927], [2.0772, -1.4552, -1.1144], [0.5786, -0.8765, 0.4052], [1.9217, -1.1990, -0.1883], [4.0973, 0.7353, 0.5409], [2.9725, -0.1969, -0.1204], [3.7845, 0.3934, -0.3004]], "forces_ev_per_a": [[0.5, -1.1, 0.3], [-0.7, -0.1, 0.5], [-0.3, -0.7, 0.1], [0.2, 0.8, -0.6], [0.3, -0.1, 0.1], [0.0, 0.4, -0.2], [0.2, 0.4, -0.1], [-0.1, 0.5, 0.2], [-1.6, -1.3, -0.8], [0.8, 0.1, -0.1], [0.5, 0.5, 0.1], [0.3, 0.2, -0.2], [0.1, 0.3, 0.1], [-0.4, -0.1, -0.2], [-1.1, 0.1, 0.7], [0.5, -0.8, -0.1], [0.0, -0.1, 0.1], [1.3, 1.5, 0.0], [-0.6, -0.5, 0.0]], "mulliken_charge": [-0.2412, -0.5482, -0.6419, -0.5241, 0.3193, 0.1755, 0.3573, 0.3255, 0.5563, 0.3141, 0.2875, 0.3857, -0.8103, 0.3244, 0.2013, -0.5760, 0.3225, 0.4277, -0.6553], "molar_mass_da": 114.12, "e_above_lowest_kcal_mol": 22.9, "total_charge": 0, "lumo_energy_ev": [0.449, -4.275], "energy_ev": -11945.1029, "spin_multiplicity": 2, "fmax_ev_per_a": 2.19}

=====

No. 3
{"formula": "C27H42AlBF4IN3NaO17P", "method": "the ωB97M-V functional and the def2-TZVPD basis", "species": ["C", "C", "C", "C", "C", "C", "O", "C", "O", "N", "C", "C", "O", "I", "C", "C", "H", "H", "H", "H", "H", "H", "H", "H", "H", "H", "H", "H", "Al", "C", "O", "P", "O", "O", "C", "O", "C", "H", "H", "H", "H", "H", "H", "H", "H", "H", "N", "C", "C", "C", "C", "C", "H", "H", "H", "H", "H", "C", "O", "O", "O", "C", "C", "C", "O", "C", "O", "O", "H", "H", "H", "H", "H", "H", "O", "H", "H", "C", "C", "O", "H", "H", "H", "H", "H", "B", "F", "F", "F", "F", "C", "N", "O", "O", "H", "H", "H", "Na"], "xyz": [[2.7168, -0.4500, -3.4071], [1.5814, 0.5079, -3.0660], [0.2746, 0.0784, -3.2560], [-0.7604, 0.9244, -2.8983], [-0.5103, 2.1994, -2.3453], [-1.5768, 3.1706, -1.8815], [-2.7552, 2.4947, -1.4723], [-3.5803, 2.1237, -2.4442], [-3.6127, 2.5999, -3.5577], [-4.4447, 1.0894, -1.9947], [-4.1976, -0.1743, -2.6861], [-3.3505, -1.1212, -1.8400], [-3.2681, -1.1377, -0.6753], [-2.1555, -2.5044, -3.0722], [0.8130, 2.6066, -2.1900], [1.8601, 1.7669, -2.5496], [3.3057, -0.0255, -4.2196], [3.3373, -0.5379, -2.4949], [2.2660, -1.4099, -3.6891], [0.0318, -0.8974, -3.6570], [-1.7936, 0.6247, -3.0103], [-1.7438, 3.9511, -2.6284], [-1.1864, 3.6888, -1.0017], [-5.3909, 1.3487, -2.2567], [-3.7165, -0.0149, -3.6552], [-5.1602, -0.6513, -2.8649], [1.0560, 3.5780, -1.7545], [2.8849, 2.0871, -2.4023], [3.3149, -2.0918, -1.6161], [1.1679, -2.7941, 3.6989], [2.4059, -2.8411, 2.9419], [3.7704, -2.0885, 3.5014], [4.2938, -1.4095, 2.2968], [4.5310, -3.4726, 3.8223], [3.9577, -4.3402, 4.8095], [4.5047, -1.3293, 4.7594], [3.8705, -0.1546, 5.3144], [0.3644, -2.4809, 3.0354], [0.9434, -3.7888, 4.0821], [1.2184, -2.0956, 4.5349], [3.3778, -5.1183, 4.3122], [3.3097, -3.7942, 5.5020], [4.7579, -4.8043, 5.3742], [2.9036, -0.4075, 5.7504], [3.7455, 0.6113, 4.5472], [4.5176, 0.2251, 6.0994], [-0.0368, 5.0452, -5.5915], [0.8401, 6.0332, -5.7660], [0.4943, 7.3735, -5.7298], [-0.8287, 7.7096, -5.5107], [-1.7625, 6.6977, -5.3300], [-1.3190, 5.3945, -5.3744], [1.8652, 5.7297, -5.9344], [1.2494, 8.1332, -5.8664], [-1.1316, 8.7471, -5.4749], [-2.8050, 6.9188, -5.1507], [-2.0074, 4.5667, -5.2217], [-2.3095, -4.7644, 0.1352], [-1.6687, -3.7882, 0.5529], [-1.7934, -5.7462, -0.4798], [-3.5609, -4.8979, 0.2631], [-0.0774, -6.6326, 7.4609], [1.1369, -7.3941, 6.9948], [1.7420, -8.3275, 8.0162], [3.1106, -8.3862, 7.5913], [3.3866, -7.2230, 6.9553], [4.4727, -6.8701, 6.6298], [2.2483, -6.5121, 6.7411], [-0.3245, -5.8398, 6.7554], [-0.9346, -7.2985, 7.5539], [0.1057, -6.1587, 8.4264], [0.9150, -7.9214, 6.0628], [1.2953, -9.3185, 8.0119], [1.7136, -7.9218, 9.0301], [1.2225, -6.3119, -1.5854], [0.4498, -5.7582, -1.4127], [0.9448, -7.1855, -1.2953], [2.6326, 4.8341, 1.1093], [1.0921, 4.9081, 1.3583], [0.4901, 5.2334, 0.2175], [3.0301, 5.7864, 0.7740], [3.1483, 4.5564, 2.0375], [2.8659, 4.0771, 0.3575], [0.9659, 5.6102, 2.2090], [0.8182, 3.9195, 1.8061], [2.2938, 7.4613, -1.7225], [1.5723, 8.1716, -0.7588], [1.4622, 6.4888, -2.2800], [2.7636, 8.3437, -2.7258], [3.4009, 6.8077, -1.1256], [-9.1331, 0.1514, -4.2987], [-8.0127, -0.4312, -3.5110], [-7.1842, 0.3354, -3.0488], [-7.9946, -1.6302, -3.3792], [-9.0105, 1.2274, -4.3265], [-9.0843, -0.2763, -5.2953], [-10.0571, -0.1263, -3.8009], [-0.6092, 2.7979, -4.7885]], "forces_ev_per_a": [[-1.1, 1.2, -0.2], [0.4, -0.6, -0.1], [0.0, 0.4, 0.1], [-0.4, 1.1, 0.5], [0.2, -0.5, 0.0], [0.7, 0.4, 0.4], [0.0, -0.4, -0.5], [-0.6, 0.0, 0.2], [0.6, 0.0, 0.0], [-0.5, 0.1, -0.2], [0.3, 0.1, 0.0], [-0.1, 0.3, 0.2], [0.1, -0.1, 0.0], [-0.3, -0.4, 0.0], [0.6, 0.4, 0.1], [-0.4, -0.1, 0.0], [0.4, -0.4, 0.1], [0.3, 1.2, -1.0], [0.4, -0.1, -0.1], [0.2, 0.0, 0.0], [0.2, -0.3, -0.1], [-0.4, -0.1, 0.0], [0.0, 0.1, 0.0], [0.0, 0.1, 0.1], [-0.1, -0.2, 0.0], [0.1, -0.2, 0.0], [-0.2, 0.1, 0.0], [0.0, 0.1, 0.0], [0.0, -1.7, 1.5], [-0.2, -0.1, -0.2], [-0.7, 1.9, 2.4], [4.1, -2.6, -3.0], [-0.6, 0.3, 0.1], [0.0, 0.3, 0.0], [0.0, 0.0, -0.2], [-3.1, 0.1, 0.5], [0.1, 0.2, -0.1], [0.0, 0.0, 0.0], [0.1, 0.0, 0.0], [0.0, 0.0, 0.0], [0.0, 0.0, 0.0], [0.0, -0.1, 0.1], [0.0, 0.0, 0.0], [0.0, 0.0, 0.0], [0.0, 0.0, 0.0], [0.1, -0.1, 0.0], [-0.6, -0.2, 0.2], [0.2, -0.2, 0.0], [-0.1, 0.0, 0.0], [0.0, 0.0, 0.0], [0.0, 0.0, 0.0], [0.5, -0.1, 0.0], [0.0, 0.1, 0.1], [0.0, 0.0, 0.1], [0.0, 0.0, 0.0], [0.0, 0.0, 0.0], [-0.3, 0.2, 0.0], [-0.4, -0.6, -0.3], [0.1, 0.1, 0.0], [0.5, 0.2, 0.0], [0.1, 0.4, 0.2], [0.1, 0.3, 0.1], [-0.4, 0.2, 0.2], [0.0, -0.2, 0.0], [-0.1, 0.1, 0.0], [0.1, 0.0, 0.0], [0.0, 0.0, 0.1], [0.1, -0.2, 0.0], [-0.1, -0.1, -0.1], [0.0, 0.0, 0.0], [0.0, -0.1, 0.0], [0.1, 0.0, 0.0], [0.2, -0.1, -0.1], [-0.1, 0.1, 0.0], [0.1, 0.2, -0.1], [-0.2, -0.1, 0.1], [0.0, 0.0, 0.0], [0.5, -0.2, 0.3], [0.4, 0.0, 0.5], [-0.6, -0.6, 0.0], [-0.2, 0.1, -0.2], [-0.2, -0.1, 0.0], [-0.1, 0.0, -0.1], [-0.1, 0.3, -0.3], [-0.1, -0.2, -0.4], [0.3, 0.3, 0.5], [0.1, 0.2, 0.0], [-0.4, -0.5, -0.8], [-0.1, -0.1, -0.1], [0.1, 0.1, -0.1], [0.0, 0.2, 0.0], [-0.1, 0.0, 0.0], [-0.1, 0.1, -0.1], [0.1, 0.0, 0.0], [0.0, 0.0, 0.0], [0.0, -0.1, 0.0], [0.0, -0.1, 0.0], [0.2, 0.4, -0.3]], "mulliken_charge": [-1.5486, 1.2263, -0.8794, 0.4316, -1.1017, 0.0477, -0.3691, 0.3810, -0.5757, -0.1923, -0.4824, 0.4572, -0.3752, -0.0323, -0.1100, -1.1653, 0.4806, 0.3673, 0.2925, 0.0776, 0.4704, 0.2649, 0.3825, 0.4048, 0.4218, 0.3375, 0.6493, 0.5367, 0.6797, -0.5723, -0.2977, 1.0354, -0.6533, -0.4403, -0.5496, -0.3160, -0.7082, 0.2650, 0.2113, 0.2754, 0.2330, 0.2815, 0.3554, 0.2886, 0.3487, 0.2532, -0.4586, -0.2371, -0.4524, -0.0990, -0.8596, -0.0595, 0.3516, 0.3547, 0.3891, 0.3881, 0.7043, 0.7753, -0.4580, -0.4899, -0.4500, -1.4203, 0.5002, -0.5347, -0.3376, 0.6219, -0.4896, -0.2990, 0.3222, 0.3891, 0.3574, 0.2628, 0.3071, 0.3109, -0.6534, 0.3536, 0.3048, -0.8281, -0.1986, -0.5058, 0.1961, 0.3961, 0.1474, 0.2777, 0.2090, 0.4743, -0.3895, -0.2330, -0.4059, -0.4263, -0.7465, 0.7984, -0.5391, -0.4892, 0.3325, 0.2918, 0.2820, 0.8747], "molar_mass_da": 975.29, "total_charge": 0, "lumo_energy_ev": -4.151, "energy_ev": -107901.1288, "spin_multiplicity": 1, "fmax_ev_per_a": 5.71}

=====

No. 4
{"formula": "C24H18AuCl2N5O2", "method": "the ωB97M-V functional and the def2-TZVPD basis", "species": ["Au", "Cl", "C", "C", "C", "N", "C", "O", "C", "C", "C", "C", "C", "N", "C", "C", "C", "Cl", "N", "C", "O", "C", "C", "C", "C", "C", "N", "H", "H", "H", "H", "H", "H", "H", "H", "H", "H", "C", "C", "C", "C", "C", "C", "N", "H", "H", "H", "H", "H", "H", "H", "H"], "xyz": [[-0.6276, 0.2551, -0.2630], [-0.3377, 4.3912, 5.1086], [-0.2684, 3.7903, 3.4896], [-0.6903, 2.4849, 3.2562], [-0.6408, 1.9832, 1.9688], [-1.0633, 0.6784, 1.5945], [-1.7722, -0.1961, 2.3338], [-2.0800, -0.0827, 3.5053], [-2.2469, -1.3777, 1.5200], [-2.9316, -2.4110, 2.1317], [-3.4341, -3.4297, 1.3434], [-3.2565, -3.3749, -0.0301], [-2.5452, -2.3220, -0.5679], [-2.0443, -1.3476, 0.1925], [-0.1562, 2.7895, 0.9136], [0.2546, 4.0870, 1.1539], [0.1948, 4.5828, 2.4517], [0.7236, 6.2043, 2.7310], [-0.1142, 2.1589, -0.3457], [0.3433, 2.6214, -1.5251], [0.7606, 3.7352, -1.7765], [0.2976, 1.5411, -2.6009], [0.7803, 1.7930, -3.8675], [0.7634, 0.7716, -4.8030], [0.2710, -0.4737, -4.4428], [-0.1917, -0.6641, -3.1554], [-0.1926, 0.3278, -2.2675], [-1.0489, 1.8783, 4.0711], [-3.0572, -2.3743, 3.2044], [-3.9687, -4.2557, 1.7930], [-3.6492, -4.1424, -0.6814], [-2.3782, -2.2431, -1.6331], [0.6283, 4.7023, 0.3513], [1.1656, 2.7818, -4.0735], [1.1445, 0.9386, -5.8014], [0.2604, -1.3001, -5.1383], [-0.5455, -1.6241, -2.8113], [2.7828, 0.9226, 0.6103], [2.5568, -0.5360, 0.3750], [3.4966, -1.5447, 0.4837], [2.8249, -2.7526, 0.1974], [1.5142, -2.4136, -0.0815], [0.4105, -3.3651, -0.4028], [1.3360, -1.0531, 0.0136], [3.8334, 1.0886, 0.8513], [2.1984, 1.3090, 1.4501], [2.5602, 1.5381, -0.2654], [4.5366, -1.4126, 0.7419], [3.2369, -3.7512, 0.1910], [0.8287, -4.3416, -0.6521], [-0.1756, -3.0476, -1.2710], [-0.2873, -3.5179, 0.4284]], "forces_ev_per_a": [[-0.6, -0.2, 0.0], [0.0, 0.0, 0.0], [0.0, 0.0, 0.0], [0.0, 0.1, -0.1], [0.0, 0.0, -0.2], [0.3, 0.3, 0.1], [0.0, 0.0, 0.1], [0.0, 0.0, 0.0], [-0.1, 0.0, -0.1], [0.0, 0.1, 0.0], [0.0, -0.1, 0.0], [0.0, 0.0, 0.0], [-0.1, 0.2, 0.0], [0.2, -0.2, 0.1], [0.0, -0.2, 0.1], [0.0, 0.0, 0.1], [0.0, 0.0, 0.0], [0.0, 0.0, 0.0], [0.0, 0.1, -0.1], [0.0, -0.1, -0.1], [0.0, 0.0, 0.0], [-0.1, 0.0, 0.1], [0.0, 0.0, 0.0], [0.0, 0.0, 0.0], [0.0, 0.0, 0.0], [0.0, 0.1, 0.0], [0.3, 0.3, -0.1], [0.0, 0.0, 0.0], [0.0, 0.0, 0.0], [0.0, 0.0, 0.0], [0.0, 0.0, 0.0], [0.0, 0.0, 0.0], [0.0, 0.0, 0.0], [0.0, 0.0, 0.0], [0.0, 0.0, 0.0], [0.0, 0.0, 0.0], [0.0, 0.0, 0.0], [0.1, 0.0, 0.0], [0.0, 0.0, -0.1], [-0.1, 0.2, 0.1], [-0.2, 0.0, -0.1], [0.1, 0.0, 0.0], [0.0, -0.1, 0.0], [0.1, -0.4, 0.2], [0.0, 0.0, 0.0], [-0.1, 0.0, 0.0], [0.0, 0.0, 0.0], [0.0, 0.0, 0.0], [0.0, 0.0, 0.0], [0.0, 0.0, 0.0], [0.0, 0.0, 0.0], [0.0, 0.0, 0.0]], "mulliken_charge": [0.9579, -0.2049, 0.1304, -0.7415, 0.3298, -0.0462, 0.9357, -0.7481, 0.0906, -0.4489, -0.3759, -0.7750, -0.3542, -0.1564, -0.0651, -0.7692, 0.1092, -0.2090, -0.3477, 0.2979, -0.7374, 0.7052, -0.7031, -0.2585, -1.1396, 0.2027, -0.0013, 0.6428, 0.5000, 0.4370, 0.4311, 0.4884, 0.6536, 0.4896, 0.4349, 0.4327, 0.4398, -0.9835, 0.2854, -0.9558, -0.7728, 0.0579, -0.8056, 0.5173, 0.3805, 0.1157, 0.0957, 0.4406, 0.4565, 0.4236, 0.0239, 0.0933], "molar_mass_da": 676.31, "total_charge": 0, "lumo_energy_ev": -1.185, "energy_ev": -65461.7664, "spin_multiplicity": 1, "fmax_ev_per_a": 0.68}